ORCA calculation (the ωB97M-V functional and the def2-TZVPD basis) on the molecule C23H34N6O3S2 in a non-equilibrium geometry.

SMILES string	CCn1c(SCC(=O)N2CCC[C@@H](C)C2)nnc1-c1ccc(S(=O)(=O)N2CCN(C)CC2)cc1
electronic energy	-61156.833	eV
HOMO-LUMO gap	8.68	eV
total charge	0
LUMO level	0.2248	eV
largest force on an atom	1.22	eV/Å

XYZ file:
```
68
Properties=species:S:1:pos:R:3:forces:R:3:lowdin_charge:R:1
C -1.7771 -0.5712 4.1338 0.029 0.100 -0.249 -0.066
H -1.1711 -0.2487 4.9774 0.008 -0.032 0.113 0.057
H -2.8215 -0.3778 4.3612 -0.108 0.009 0.079 0.080
H -1.6399 -1.6423 3.9993 0.010 -0.080 0.022 0.071
C -1.3747 0.1976 2.8791 -0.600 0.045 0.222 -0.200
N -0.0028 -0.0478 2.5221 0.794 -0.008 -0.194 0.008
C 1.0721 0.5397 3.1139 -0.006 -0.201 0.083 -0.616
N 2.1801 0.2206 2.4940 0.041 0.469 0.849 0.036
N 1.8483 -0.5661 1.4676 -0.280 -0.748 -0.921 0.088
C 0.5497 -0.7430 1.4744 0.297 0.245 0.317 -0.242
C -0.1571 -1.5352 0.4844 -0.264 -0.263 -0.322 -0.133
C 0.3394 -1.5427 -0.8216 -0.117 -0.002 0.125 0.007
C -0.3051 -2.2664 -1.8057 0.119 -0.006 -0.092 -0.043
C -1.4380 -2.9909 -1.4835 -0.349 -0.334 -0.472 -0.265
C -1.9233 -3.0229 -0.1909 -0.136 -0.092 0.087 -0.049
C -1.2806 -2.3001 0.7985 0.122 0.062 -0.128 -0.009
H -1.6386 -2.3582 1.8142 -0.034 0.015 0.105 0.104
H -2.7860 -3.6325 0.0267 -0.093 -0.059 0.108 0.117
S -2.3623 -3.8100 -2.7816 -0.182 0.033 -0.118 0.664
O -3.1196 -4.8839 -2.2113 -0.046 0.248 0.275 -0.278
O -1.4902 -4.0769 -3.8851 0.151 0.341 0.083 -0.277
N -3.4532 -2.6549 -3.2842 0.539 -0.829 0.119 -0.233
C -2.8932 -1.5025 -3.9467 0.279 0.418 -0.498 -0.187
C -4.0126 -0.7524 -4.6633 0.192 -0.064 0.182 -0.180
N -5.0292 -0.3629 -3.7014 -0.004 -0.057 -0.029 -0.231
C -6.0565 0.4557 -4.3085 0.054 -0.012 0.045 -0.101
H -5.5962 1.3492 -4.7272 -0.050 0.064 -0.045 0.084
H -6.6020 -0.0675 -5.1087 -0.021 -0.014 -0.028 0.089
H -6.7682 0.7577 -3.5418 -0.073 0.052 -0.020 0.084
C -5.5868 -1.5447 -3.0676 0.218 -0.050 0.158 -0.181
C -4.4796 -2.2984 -2.3362 -0.594 -0.026 0.384 -0.190
H -4.8567 -3.2244 -1.9024 -0.120 0.131 0.066 0.120
H -4.0724 -1.6544 -1.5404 -0.068 -0.035 -0.036 0.127
H -6.3478 -1.2297 -2.3501 0.013 -0.062 -0.021 0.124
H -6.0526 -2.2194 -3.8065 -0.032 0.019 0.033 0.132
H -3.6067 0.1498 -5.1261 0.011 -0.064 -0.020 0.125
H -4.4306 -1.4001 -5.4533 0.019 0.044 -0.017 0.132
H -2.1492 -1.8654 -4.6556 -0.013 0.185 -0.045 0.120
H -2.4140 -0.8263 -3.2211 -0.027 -0.014 -0.078 0.129
H 0.0593 -2.2941 -2.8203 0.114 0.055 -0.104 0.117
H 1.2289 -0.9733 -1.0393 0.072 0.064 -0.043 0.115
S 0.9552 1.6453 4.4440 0.074 0.176 0.458 1.003
C 2.4437 2.5888 4.0057 -0.396 -0.379 -0.067 -0.348
H 2.4696 3.4596 4.6604 0.042 -0.018 0.012 0.093
H 3.2940 1.9376 4.1870 0.054 0.173 -0.013 0.066
C 2.3057 3.0009 2.5378 0.048 0.323 0.168 -0.540
O 1.2018 3.1554 2.0459 -0.191 0.055 -0.129 0.018
N 3.4413 3.1988 1.8473 0.113 0.300 -0.209 -0.047
C 4.7872 2.9487 2.3090 0.148 -0.462 0.182 -0.128
H 4.8445 3.0114 3.3948 0.023 0.035 -0.027 0.117
C 5.2733 1.5857 1.7968 0.357 0.168 -0.020 -0.364
C 6.6745 1.2820 2.3130 -0.311 0.047 -0.069 -0.067
H 7.0095 0.3160 1.9447 0.100 -0.103 -0.021 0.078
H 6.6887 1.2571 3.4003 0.069 -0.020 0.146 0.075
H 7.3794 2.0407 1.9777 0.141 0.083 -0.032 0.079
C 5.2267 1.6082 0.2675 -0.317 -0.173 0.150 -0.169
C 3.8187 1.9564 -0.2091 0.151 0.200 -0.010 -0.161
C 3.3642 3.2835 0.3995 -0.345 -0.081 -0.370 -0.133
H 2.3309 3.5043 0.1298 0.180 0.054 0.018 0.119
H 4.0079 4.1027 0.0629 -0.023 -0.001 -0.003 0.127
H 3.7890 2.0261 -1.2973 -0.047 -0.009 -0.055 0.112
H 3.1330 1.1690 0.1085 -0.062 0.001 -0.065 0.090
H 5.5168 0.6326 -0.1243 0.104 -0.026 -0.033 0.117
H 5.9391 2.3489 -0.1076 0.111 0.031 -0.026 0.118
H 4.5745 0.8202 2.1498 0.017 0.096 0.020 0.122
H 5.4267 3.7399 1.8988 0.024 -0.021 0.088 0.136
H -1.4754 1.2728 3.0628 -0.018 -0.112 -0.162 0.118
H -2.0025 -0.0762 2.0280 0.090 0.118 0.094 0.120
```
Forces are in eV/Å.

---

ORCA calculation (the ωB97M-V functional and the def2-TZVPD basis) on C23H34N8OPReS as an isolated structure.

electronic energy	-60591.025	eV
HOMO-LUMO gap (alpha / beta)	6.35 / 6.36	eV
total charge	+4
LUMO level (alpha / beta)	-13.4199 / -13.4186	eV
largest force on an atom	0.49	eV/Å

XYZ file:
```
69
Properties=species:S:1:pos:R:3:forces:R:3:lowdin_charge:R:1
Re -0.1357 0.1711 -0.3068 0.072 0.268 -0.216 1.310
C 0.5443 2.2175 4.4379 -0.141 0.020 -0.121 0.040
N -0.4912 2.5554 3.4372 0.059 0.148 0.080 -0.079
C -1.3449 3.6287 3.5422 0.015 -0.067 -0.010 0.046
C -2.1615 3.6021 2.4728 0.045 -0.041 -0.039 0.036
N -1.8070 2.4960 1.6941 -0.003 0.153 -0.119 0.049
C -0.7671 1.8756 2.3271 0.025 -0.144 0.065 -0.576
S -0.0448 0.3425 1.9774 -0.084 -0.053 0.185 0.821
C -2.5221 2.1241 0.5058 0.075 0.023 0.154 -0.199
C -3.6661 2.8412 0.1801 -0.047 -0.078 0.030 0.050
C -4.4065 2.4911 -0.9329 -0.021 0.006 -0.020 0.039
C -3.9996 1.4093 -1.7017 0.010 0.012 0.014 0.009
C -2.8525 0.7558 -1.3313 -0.042 -0.052 0.121 -0.125
N -2.0932 1.1031 -0.2599 -0.038 0.150 -0.226 -0.041
H 0.6869 3.0913 5.0658 0.022 -0.017 0.028 0.117
H 1.4730 1.9777 3.9283 0.013 -0.015 0.012 0.097
H 0.2036 1.3791 5.0413 0.025 -0.006 0.016 0.117
H -1.3038 4.3180 4.3700 0.004 0.007 -0.016 0.164
H -2.9538 4.2815 2.2282 0.036 0.038 -0.030 0.137
H -4.0076 3.6656 0.7817 -0.028 -0.035 0.045 0.123
H -5.2974 3.0531 -1.1833 -0.003 -0.009 -0.008 0.150
H -4.5547 1.0856 -2.5711 -0.003 0.012 -0.001 0.140
H -2.4886 -0.0914 -1.8943 0.017 -0.003 -0.020 0.099
C -0.1606 -0.4287 -5.0358 0.042 -0.029 0.039 0.020
N 0.6358 -1.3656 -4.2211 -0.005 0.043 -0.073 -0.091
C 1.3550 -2.3951 -5.0001 -0.015 0.041 0.061 0.035
C 0.7036 -1.2098 -2.9197 0.063 -0.074 0.036 -0.341
N 0.2055 -0.1255 -2.2939 -0.178 -0.050 0.031 -0.015
N 1.2959 -2.1977 -2.1626 -0.048 0.007 -0.002 0.191
C 1.8769 -2.0450 -0.9188 0.070 0.047 -0.082 -0.429
N 2.7447 -2.9895 -0.5695 -0.013 0.024 -0.013 0.240
N 1.5702 -1.0214 -0.1656 0.078 -0.206 0.137 -0.035
H -0.2961 -0.8698 -6.0185 -0.012 0.004 -0.006 0.116
H 0.3616 0.5222 -5.1570 0.001 0.001 -0.014 0.119
H -1.1431 -0.2790 -4.5905 0.005 0.017 -0.002 0.100
H 1.8514 -1.8971 -5.8308 -0.025 -0.009 -0.026 0.123
H 0.6466 -3.1256 -5.3876 0.011 -0.023 0.004 0.123
H 2.1274 -2.8887 -4.4181 0.021 0.018 -0.007 0.093
H 0.0405 0.6346 -2.9430 0.153 0.065 0.016 0.087
H 1.4846 -3.0672 -2.6381 -0.033 -0.032 0.019 0.151
H 3.1233 -3.6498 -1.2323 0.023 0.007 0.005 0.147
H 3.1694 -2.9905 0.3459 -0.013 -0.018 0.014 0.149
H 2.1707 -0.9301 0.6446 0.057 -0.006 -0.020 0.094
C -3.8971 -2.0071 0.3595 -0.083 0.032 0.005 -0.143
P -2.2600 -2.6952 0.1990 0.220 0.101 0.076 0.632
C -2.3211 -4.0017 -1.0077 -0.024 -0.058 -0.058 -0.141
C -1.8002 -3.3929 1.7700 0.033 -0.038 0.090 -0.140
O -1.2271 -1.6211 -0.2359 -0.338 -0.325 -0.152 -0.559
H -4.5949 -2.7997 0.6384 0.014 0.000 0.015 0.090
H -4.2318 -1.5802 -0.5854 -0.021 -0.017 -0.004 0.058
H -3.9162 -1.2450 1.1398 0.006 0.007 -0.008 0.071
H -3.0814 -4.7297 -0.7157 0.010 0.001 -0.002 0.088
H -1.3606 -4.5152 -1.0578 0.003 0.013 -0.012 0.069
H -2.5847 -3.6055 -1.9889 0.005 -0.005 -0.001 0.070
H -2.5222 -4.1586 2.0618 0.001 0.004 -0.009 0.089
H -1.7877 -2.6196 2.5389 0.001 -0.001 -0.002 0.063
H -0.8150 -3.8556 1.7033 -0.003 -0.001 0.002 0.074
C 0.6028 1.8045 -0.4621 0.008 0.115 -0.004 -0.129
C 1.1677 3.0573 -0.5759 -0.051 -0.059 0.051 -0.279
C 2.5767 3.1817 -0.4351 0.027 0.068 0.024 0.013
C 3.1595 4.4208 -0.5622 -0.054 -0.032 0.011 -0.007
C 2.3552 5.5353 -0.8088 0.023 0.077 -0.011 0.036
C 0.9655 5.4314 -0.9440 0.022 -0.032 0.001 -0.012
C 0.3662 4.2010 -0.8388 0.014 0.020 -0.038 -0.002
H 3.1775 2.3040 -0.2348 -0.006 -0.004 -0.014 0.129
H 4.2307 4.5365 -0.4718 0.004 -0.002 0.009 0.136
H 2.8203 6.5093 -0.9026 -0.002 -0.003 -0.004 0.142
H 0.3773 6.3172 -1.1411 -0.001 -0.003 -0.013 0.134
H -0.7038 4.0929 -0.9698 0.000 0.000 0.006 0.118
```
Forces are in eV/Å.